1.
{"formula": "C7H12", "method": "ωB97M-V/def2-TZVPD", "relative_energy_kj_mol": 406.66, "gap_ev": [8.1, 8.4], "homo_energy_ev": [-7.54, -7.49], "e_tot_ha": -273.753665, "e_lumo_ev": [0.547, 0.934], "symbols": ["C", "C", "C", "C", "C", "C", "C", "H", "H", "H", "H", "H", "H", "H", "H", "H", "H", "H", "H"], "positions_angstrom": [[1.86, -1.73, -0.84], [0.67, -0.84, -0.97], [-0.39, -0.87, 0.06], [-0.51, 0.60, 0.50], [-1.45, 1.42, -0.36], [-1.74, 1.20, 1.10], [0.84, 1.06, 0.77], [1.63, -2.81, -0.91], [2.31, -1.59, 0.16], [2.62, -1.51, -1.60], [0.38, -0.53, -1.97], [-1.38, -1.19, -0.29], [-0.12, -1.50, 0.91], [-2.06, 0.91, -1.10], [-1.11, 2.41, -0.67], [-2.56, 0.53, 1.35], [-1.63, 2.04, 1.78], [1.67, 0.39, 0.76], [0.96, 2.01, 1.31]]}

=====

2.
{"formula": "C4H12", "method": "ωB97M-V/def2-TZVPD", "relative_energy_kj_mol": 47.68, "smiles": "CC.CC", "gap_ev": 12.6, "homo_energy_ev": -11.47, "e_tot_ha": -159.566810, "e_lumo_ev": 1.154, "symbols": ["C", "C", "H", "H", "H", "H", "H", "H", "C", "C", "H", "H", "H", "H", "H", "H"], "positions_angstrom": [[-0.39, 2.08, -0.65], [-1.28, 1.18, -1.47], [-0.86, 2.42, 0.29], [0.58, 1.73, -0.31], [-0.24, 3.05, -1.13], [-0.76, 1.09, -2.43], [-2.29, 1.56, -1.45], [-1.24, 0.15, -1.10], [0.62, -1.57, 1.77], [0.96, -1.70, 0.27], [-0.02, -0.70, 1.94], [0.06, -2.48, 2.00], [1.44, -1.60, 2.48], [1.80, -2.39, 0.32], [1.40, -0.77, -0.09], [0.21, -2.06, -0.43]]}